No. 1
{
  "formula": "C35H37N13O4ReSe",
  "method": "ωB97M-V/def2-TZVPD",
  "homo_ev": [-12.87, -12.87],
  "total_charge": 2,
  "e_lumo_ev": [-6.8400, -7.3355],
  "e_tot_ev": -131920.1379,
  "orbital_gap_ha": [0.2217, 0.2035],
  "s_squared": 1.15,
  "spin_multiplicity": 2,
  "elements": ["Re", "C", "N", "C", "N", "C", "N", "C", "C", "C", "C", "C", "C", "C", "N", "N", "C", "O", "C", "C", "C", "C", "C", "C", "N", "C", "N", "C", "N", "C", "H", "H", "H", "H", "H", "H", "H", "H", "H", "H", "H", "H", "H", "H", "H", "H", "O", "C", "C", "N", "C", "C", "N", "N", "C", "C", "H", "H", "H", "H", "H", "H", "H", "H", "H", "H", "H", "H", "H", "Se", "C", "C", "C", "N", "C", "C", "H", "H", "H", "H", "O", "C", "C", "C", "C", "O", "N", "H", "H", "H", "H"],
  "positions_angstrom": [[-1.174, -0.333, -1.220], [3.539, 1.543, 1.177], [2.389, 1.420, 0.273], [1.409, 0.531, 0.290], [0.590, 0.766, -0.741], [1.159, 1.846, -1.362], [2.242, 2.260, -0.772], [3.165, 1.207, 2.597], [4.034, 0.484, 3.403], [3.703, 0.220, 4.727], [2.493, 0.646, 5.248], [1.613, 1.358, 4.435], [1.963, 1.655, 3.125], [0.294, 1.754, 4.921], [-0.261, 1.553, 6.063], [-1.560, 2.047, 5.964], [-1.683, 2.506, 4.770], [-0.543, 2.365, 4.040], [-2.853, 3.036, 4.074], [-4.132, 2.883, 4.604], [-5.228, 3.289, 3.862], [-5.063, 3.802, 2.581], [-3.788, 3.964, 2.054], [-3.573, 4.439, 0.642], [-3.170, 3.321, -0.238], [-2.282, 2.365, -0.020], [-2.219, 1.570, -1.092], [-3.127, 2.121, -1.952], [-3.716, 3.176, -1.461], [-2.686, 3.619, 2.825], [3.873, 2.575, 1.069], [4.327, 0.887, 0.804], [1.285, -0.234, 1.038], [0.739, 2.331, -2.228], [4.975, 0.127, 3.003], [4.389, -0.334, 5.351], [2.216, 0.424, 6.269], [1.278, 2.234, 2.518], [-4.254, 2.439, 5.582], [-6.222, 3.184, 4.275], [-5.929, 4.083, 1.995], [-2.792, 5.197, 0.579], [-4.478, 4.835, 0.189], [-1.725, 2.236, 0.891], [-3.341, 1.726, -2.932], [-1.684, 3.793, 2.453], [-1.125, -0.344, 1.765], [-1.601, -0.597, 0.726], [-0.234, -0.487, -3.638], [0.360, -1.801, -3.673], [1.459, -1.938, -4.635], [0.218, -2.629, -2.622], [-0.299, -2.145, -1.479], [0.590, -3.913, -2.730], [0.561, -4.632, -4.007], [0.698, -4.771, -1.555], [-0.407, -0.137, -4.657], [0.424, 0.251, -3.156], [-1.281, -0.521, -3.263], [2.045, -1.018, -4.620], [1.082, -2.106, -5.644], [2.113, -2.753, -4.344], [-0.438, -2.874, -0.793], [0.118, -4.015, -4.781], [-0.057, -5.521, -3.882], [1.562, -4.941, -4.307], [-0.275, -5.169, -1.255], [1.160, -4.238, -0.726], [1.343, -5.609, -1.810], [3.202, -1.854, -1.061], [5.035, -1.551, -1.284], [5.520, -0.795, -2.355], [6.885, -0.586, -2.448], [7.759, -1.071, -1.574], [7.300, -1.795, -0.559], [5.955, -2.063, -0.362], [4.846, -0.379, -3.091], [7.297, -0.001, -3.263], [8.043, -2.180, 0.131], [5.626, -2.656, 0.479], [-3.073, -1.271, 0.901], [-3.653, -1.475, -0.213], [-5.007, -2.087, -0.366], [-5.206, -2.092, -1.885], [-3.920, -1.521, -2.441], [-3.585, -1.367, -3.583], [-3.079, -1.156, -1.360], [-5.737, -1.490, 0.180], [-5.005, -3.079, 0.087], [-6.032, -1.459, -2.212], [-5.374, -3.081, -2.308]],
  "forces_ev_per_angstrom": [[-0.0459, -0.7982, 0.1897], [0.0521, 0.0010, -0.0138], [-0.2078, -0.2614, -0.0954], [0.0682, -0.0046, 0.1947], [-0.1319, 0.0299, -0.0611], [0.0477, 0.1099, -0.0116], [0.0024, 0.1806, -0.1457], [0.0448, 0.0110, 0.0468], [-0.0145, -0.0292, 0.0014], [-0.0144, 0.0042, 0.0048], [-0.0278, 0.0134, -0.0515], [0.0203, -0.0043, 0.0086], [0.0070, -0.0012, 0.0228], [-0.1418, 0.0439, 0.0159], [-0.0783, 0.0520, -0.0559], [0.1086, -0.0175, -0.0645], [0.1281, -0.0568, 0.0403], [-0.0165, -0.0332, 0.0811], [-0.0169, -0.0083, 0.0179], [0.0326, -0.0013, -0.0081], [0.0015, 0.0152, -0.0329], [-0.0020, -0.0032, -0.0001], [0.0197, 0.0113, -0.0040], [0.0024, 0.0557, -0.0069], [0.1329, -0.1623, -0.0585], [-0.0522, -0.0746, 0.0796], [0.0051, -0.0393, 0.0793], [0.0371, 0.0628, -0.1190], [-0.0688, 0.0386, -0.1175], [-0.0254, 0.0020, 0.0030], [0.0088, -0.0245, 0.0096], [0.0203, 0.0257, 0.0501], [-0.0221, 0.0193, 0.0292], [0.0225, 0.0084, 0.0008], [0.0177, 0.0074, -0.0106], [0.0096, -0.0030, 0.0036], [-0.0136, 0.0007, 0.0139], [-0.0076, 0.0086, -0.0106], [0.0103, 0.0011, 0.0119], [-0.0127, 0.0006, 0.0001], [-0.0156, 0.0005, -0.0039], [-0.0389, 0.0122, 0.0295], [0.0014, 0.0158, 0.0513], [0.0023, -0.0224, 0.0236], [-0.0234, -0.0186, 0.0046], [0.0210, 0.0025, 0.0004], [-0.1545, -0.1594, 0.3079], [0.6411, 0.4394, -0.4384], [0.2581, 0.3967, -0.1821], [0.0500, -0.1638, 0.0815], [0.0592, 0.0230, -0.0037], [0.2800, -0.2672, -0.5532], [-0.4165, 0.4090, 0.4736], [-0.0916, 0.2589, 0.0198], [-0.0505, -0.0283, -0.0402], [-0.0177, 0.0113, 0.0862], [0.0346, -0.0432, -0.0201], [-0.1137, -0.1944, -0.1513], [-0.2727, 0.0146, 0.0336], [-0.0220, -0.0033, -0.0040], [0.0065, 0.0072, 0.0119], [0.0012, 0.0703, -0.0121], [0.0265, -0.0090, 0.0584], [-0.0170, -0.0568, -0.0002], [0.0108, -0.0007, 0.0067], [-0.0175, -0.0093, -0.0084], [0.0158, 0.0023, 0.0016], [0.0134, -0.0059, 0.0127], [0.0119, 0.0083, 0.0200], [-0.0201, -0.0131, -0.1224], [0.1239, 0.0495, 0.0743], [-0.1275, -0.0119, 0.0137], [-0.0002, 0.0598, -0.1000], [0.1307, 0.0245, -0.0107], [0.0218, -0.0624, 0.0870], [-0.1163, -0.0162, 0.0079], [-0.0012, 0.0028, -0.0043], [-0.0127, -0.0038, 0.0029], [-0.0116, 0.0010, 0.0002], [-0.0008, -0.0049, 0.0034], [-0.5528, -0.2430, -0.1609], [0.0892, 0.0117, 0.5774], [0.0275, 0.0123, 0.0323], [-0.0331, -0.0058, -0.0505], [0.1138, 0.1147, -0.2849], [-0.0399, -0.0064, 0.1181], [0.3573, 0.2500, -0.0415], [-0.0026, -0.0147, -0.0042], [-0.0161, 0.0048, -0.0052], [-0.0023, -0.0240, 0.0054], [-0.0085, 0.0050, 0.0194]]
}

=====

No. 2
{
  "formula": "C35H37NO2P2W",
  "method": "ωB97M-V/def2-TZVPD",
  "homo_ev": [-13.71, -13.71],
  "total_charge": 2,
  "e_lumo_ev": [-8.7023, -8.1468],
  "e_tot_ev": -62859.4600,
  "orbital_gap_ha": [0.1841, 0.2045],
  "s_squared": 2.06,
  "spin_multiplicity": 3,
  "elements": ["W", "C", "C", "C", "C", "C", "C", "C", "C", "C", "H", "H", "H", "H", "H", "H", "H", "H", "H", "H", "H", "H", "H", "H", "H", "P", "P", "C", "C", "C", "C", "C", "C", "C", "C", "C", "C", "C", "C", "C", "C", "C", "C", "C", "C", "C", "C", "C", "C", "C", "C", "C", "C", "H", "H", "H", "H", "H", "H", "H", "H", "H", "H", "H", "H", "H", "H", "H", "H", "H", "H", "H", "H", "H", "H", "O", "N", "O"],
  "positions_angstrom": [[0.318, -0.660, 2.640], [-1.740, 0.809, -3.650], [-1.737, -0.491, -3.309], [-0.988, -1.543, -4.069], [0.413, -1.132, -4.603], [1.251, -0.317, -3.653], [1.289, 1.013, -3.632], [0.437, 1.907, -4.485], [-0.986, 1.396, -4.811], [1.242, 0.416, 4.254], [-2.387, 1.529, -3.130], [-2.436, -0.848, -2.548], [-1.595, -1.848, -4.935], [-0.853, -2.438, -3.444], [0.964, -2.067, -4.803], [0.305, -0.620, -5.565], [1.934, -0.924, -3.036], [2.106, 1.544, -3.123], [0.966, 2.082, -5.436], [0.333, 2.886, -3.998], [-1.561, 2.276, -5.147], [-0.952, 0.710, -5.667], [0.674, 1.363, 4.218], [2.312, 0.579, 4.127], [1.016, -0.173, 5.169], [-1.527, -0.562, 1.260], [1.804, 0.087, 1.093], [-0.542, -0.726, -0.245], [0.817, -0.563, -0.274], [-2.579, -2.072, 1.473], [-2.815, -2.892, 0.362], [-3.536, -4.079, 0.522], [-3.974, -4.482, 1.789], [-3.694, -3.682, 2.901], [-3.003, -2.480, 2.747], [-2.716, 0.808, 0.965], [-2.230, 2.122, 0.933], [-3.127, 3.161, 0.685], [-4.486, 2.894, 0.475], [-4.962, 1.583, 0.538], [-4.077, 0.533, 0.792], [3.278, -0.988, 1.361], [3.084, -2.252, 1.936], [4.200, -3.050, 2.233], [5.494, -2.591, 1.976], [5.682, -1.315, 1.429], [4.585, -0.507, 1.133], [2.378, 1.774, 0.787], [2.568, 2.721, 1.813], [2.989, 4.003, 1.464], [3.192, 4.352, 0.127], [2.983, 3.410, -0.881], [2.580, 2.119, -0.554], [-1.093, -0.966, -1.157], [1.379, -0.890, -1.149], [-2.415, -2.619, -0.614], [-3.755, -4.702, -0.345], [-4.524, -5.413, 1.920], [-4.015, -3.980, 3.898], [-2.761, -1.875, 3.623], [-1.167, 2.302, 1.118], [-2.751, 4.181, 0.657], [-5.170, 3.720, 0.278], [-6.020, 1.372, 0.396], [-4.439, -0.492, 0.878], [2.063, -2.603, 2.178], [4.059, -4.040, 2.665], [6.359, -3.224, 2.194], [6.690, -0.949, 1.235], [4.721, 0.496, 0.732], [2.401, 2.437, 2.858], [3.166, 4.734, 2.248], [3.517, 5.356, -0.128], [3.141, 3.674, -1.924], [2.410, 1.362, -1.319], [-1.085, -0.897, 5.298], [-1.201, -0.258, 4.215], [-2.200, 0.499, 4.039]],
  "forces_ev_per_angstrom": [[0.0391, -3.4152, 5.4899], [-0.3055, -0.4050, 0.3220], [-0.3628, 0.8998, -0.5312], [0.3960, -0.2898, -0.1183], [-0.1404, -0.5124, -0.0037], [0.2938, -0.3061, 0.0010], [0.6088, 0.1110, -0.3237], [-0.2392, 0.1434, -0.0799], [-0.1549, 0.4907, -0.3936], [-0.7037, 0.3151, -0.3698], [0.2451, -0.4592, 0.0777], [0.0484, 0.1989, -0.0993], [0.1042, -0.1135, 0.2502], [-0.1728, 0.1326, -0.0889], [-0.2076, 0.3587, -0.0557], [0.2393, -0.2170, 0.3255], [-0.0519, 0.4911, -0.2966], [-0.5084, -0.3865, -0.0015], [-0.1332, 0.0990, 0.2186], [0.1780, -0.1916, -0.0614], [0.2172, -0.3514, -0.0191], [-0.2097, 0.2476, 0.3515], [0.5052, -0.0900, 0.5887], [0.0187, -0.0647, -0.1853], [0.1701, 0.4655, -0.5227], [-3.7777, 1.5315, -1.2439], [2.4991, 1.8682, -1.5431], [1.2036, -0.0465, 0.0157], [-0.8745, -0.5499, -0.2056], [1.1365, -0.2274, -0.1073], [-0.0434, -0.3111, 0.0425], [0.0094, 0.1120, -0.0398], [0.1512, 0.4314, 0.0903], [-0.0278, 0.1769, -0.1415], [0.2393, 0.0767, 0.2301], [0.4231, -0.0928, 0.2166], [-0.3088, -0.1853, -0.0879], [0.2436, -0.1513, 0.0099], [0.2331, -0.1636, 0.0812], [0.2533, 0.0507, 0.0157], [0.1374, 0.0096, 0.0379], [-0.1104, 0.3149, 0.1281], [0.4559, 0.0494, 0.0508], [-0.3436, -0.0925, 0.0977], [-0.2611, 0.2398, -0.1861], [-0.2010, -0.0391, 0.0062], [-0.3933, -0.1328, 0.0877], [-0.3879, 0.2154, -0.1949], [-0.0301, -0.3959, -0.1554], [-0.0132, -0.1587, 0.1566], [-0.0978, -0.3856, -0.0053], [0.0432, -0.0372, 0.0560], [-0.0061, -0.1083, 0.2134], [0.4123, -0.2222, 0.0545], [-0.2344, 0.2731, -0.0381], [-0.2733, -0.1446, 0.1341], [0.1142, 0.1910, 0.2082], [0.1666, 0.2320, -0.1113], [0.0742, 0.0352, -0.2738], [-0.3783, -0.2920, -0.2721], [-0.3259, 0.1709, -0.1238], [-0.1684, -0.1602, 0.0024], [0.1678, -0.2529, 0.0622], [0.2305, 0.0581, 0.0411], [-0.0042, 0.2988, -0.1040], [0.3962, -0.2059, -0.2351], [-0.0072, 0.2753, -0.0795], [-0.3810, 0.2286, -0.0454], [-0.2728, -0.0728, 0.0459], [0.0630, -0.2146, 0.0455], [0.1031, 0.2966, -0.4497], [-0.0644, -0.1050, -0.1323], [-0.0563, -0.1291, 0.0482], [-0.0183, -0.0135, 0.1681], [0.0986, 0.3754, 0.1645], [0.3897, 0.8074, -3.1373], [-2.8230, 1.1538, 2.0805], [2.7651, -1.7326, -0.1527]]
}

=====

What are the maximum force values for these records? In order: 0.0174 0.1257 hartree/bohr.
What are the energy relative to the best compared isomer or geometry (same formula, charge and spin) values for these records? In order: 35.88 0.00 kcal per mole.